The molecule C2H3NP2 at a distorted geometry, computed with ωB97M-V/def2-TZVPD.

Values from the calculation:
HOMO = -9.13 eV
SMILES string = C1=[PH]=CP=N1
LUMO = -0.53 eV
relative energy (zero: lowest compared OMol25 entry of this formula, charge and spin) = 10.50 kcal per mole
frontier orbital gap = 8.601 eV

Last column: Mulliken charge in e.
Cartesian coordinates (Å):
C1 -0.413 -1.148 -0.328  0.001
P1 1.120 -0.360 0.155  -0.047
C2 0.150 1.187 0.522  -0.230
P2 -1.496 1.014 0.477  -0.051
N1 -1.574 -0.580 -0.045  -0.452
H1 -0.456 -2.145 -0.832  0.359
H2 1.953 0.031 -0.978  0.088
H3 0.715 2.001 1.030  0.331

A 7-piece molecular cluster, H14O6S overall at a distorted geometry, computed with ωB97M-V/def2-TZVPD.

Values from the calculation:
HOMO (spin up / spin down) = 0.39 / -6.46 eV
net charge = -1
multiplicity = 2
LUMO (spin up / spin down) = 3.10 / 3.05 eV
relative energy (zero: lowest compared OMol25 entry of this formula, charge and spin) = 14.56 kcal per mole
frontier orbital gap (spin up / spin down) = 2.717 / 9.508 eV

Last column: Mulliken charge in e.
Cartesian coordinates (Å):
S1 3.919 -3.020 -3.377  -0.877
H1 3.113 -3.929 -4.161  0.183
H2 2.836 -2.901 -2.615  0.276
H3 -4.117 1.829 1.420  0.327
H4 -2.568 1.448 0.994  0.455
O1 -3.323 1.293 1.629  -0.833
H5 1.220 0.073 3.186  0.383
H6 0.879 0.708 1.756  0.345
O2 0.888 0.878 2.749  -0.914
H7 -2.847 -1.816 0.397  0.346
H8 -2.599 -0.604 1.368  0.294
O3 -2.123 -1.452 1.010  -0.593
H9 0.986 -1.600 -1.028  0.368
H10 -0.302 -1.049 -0.204  0.427
O4 0.345 -0.861 -0.948  -0.944
H11 -0.658 1.400 -0.101  0.309
H12 -0.649 2.226 1.241  0.344
O5 -1.080 2.143 0.394  -0.763
H13 2.593 2.232 -1.146  0.382
H14 1.811 1.110 -1.549  0.335
O6 1.675 1.891 -1.017  -0.848

A 5-piece molecular cluster, C21H18Cl2F32O5P overall at a distorted geometry, computed with ωB97M-V/def2-TZVPD.

Values from the calculation:
HOMO = -2.71 eV
net charge = -1
LUMO = 1.53 eV
frontier orbital gap = 4.238 eV

Last column: Mulliken charge in e.
Cartesian coordinates (Å):
O1 3.357 6.384 2.628  -0.532
P1 2.186 7.337 1.704  0.183
Cl1 2.167 9.228 2.671  -0.331
C1 0.522 6.382 1.944  -0.411
Cl2 -0.673 7.418 2.938  -0.352
H1 3.908 5.812 2.014  0.311
H2 0.041 6.185 0.877  0.115
C2 2.760 0.630 1.283  -0.882
C3 2.735 1.845 0.343  1.147
C4 2.550 3.189 1.039  -0.036
F1 1.369 3.269 1.694  -0.114
F2 2.549 4.201 0.132  -0.199
F3 1.789 1.650 -0.615  -0.308
F4 3.934 1.868 -0.320  -0.349
O2 1.533 -0.092 1.403  -0.359
C5 0.619 0.413 2.376  0.552
C6 -0.708 0.871 1.758  0.675
F5 -0.520 1.870 0.859  -0.219
F6 -1.549 1.358 2.709  -0.259
F7 1.225 1.383 3.101  -0.253
F8 0.395 -0.615 3.238  -0.266
H3 3.455 -0.092 0.837  0.453
H4 3.200 0.863 2.260  0.307
H5 3.358 3.383 1.750  0.177
H6 -1.208 0.044 1.246  -0.081
C7 -1.532 -2.712 4.823  -0.384
C8 -2.019 -2.545 6.270  0.838
C9 -1.971 -3.816 7.112  0.107
F9 -2.770 -4.788 6.618  -0.215
F10 -2.410 -3.568 8.375  -0.284
F11 -3.266 -2.004 6.263  -0.274
F12 -1.212 -1.609 6.862  -0.332
O3 -2.552 -2.884 3.837  -0.328
C10 -3.000 -4.226 3.649  0.776
C11 -4.488 -4.403 3.978  0.302
F13 -4.752 -4.092 5.273  -0.245
F14 -4.879 -5.693 3.802  -0.284
F15 -2.203 -5.069 4.346  -0.304
F16 -2.783 -4.505 2.336  -0.279
H7 -1.048 -1.767 4.547  0.092
H8 -0.737 -3.461 4.729  0.409
H9 -0.951 -4.204 7.187  0.272
H10 -5.109 -3.765 3.343  0.210
C12 4.170 1.932 -4.015  -0.504
C13 5.680 1.671 -3.902  0.904
C14 6.565 2.800 -4.418  0.058
F17 6.381 3.033 -5.737  -0.220
F18 7.879 2.483 -4.268  -0.282
F19 5.977 0.492 -4.512  -0.295
F20 5.958 1.480 -2.574  -0.302
O4 3.518 1.344 -5.143  -0.431
C15 3.558 2.115 -6.343  0.736
C16 4.295 1.399 -7.482  0.205
F21 5.587 1.140 -7.153  -0.213
F22 4.327 2.166 -8.604  -0.258
F23 4.068 3.340 -6.074  -0.272
F24 2.259 2.319 -6.692  -0.295
H11 3.705 1.443 -3.150  0.216
H12 3.916 2.992 -3.898  0.412
H13 6.385 3.728 -3.868  0.299
H14 3.811 0.449 -7.726  0.231
C17 -3.291 -1.650 -2.456  -0.810
C18 -3.779 -1.484 -1.008  0.876
C19 -3.731 -2.754 -0.167  0.124
F25 -4.530 -3.726 -0.661  -0.256
F26 -4.170 -2.507 1.096  -0.277
F27 -5.026 -0.942 -1.015  -0.283
F28 -2.972 -0.547 -0.416  -0.232
O5 -4.312 -1.823 -3.441  -0.409
C20 -4.760 -3.164 -3.630  0.745
C21 -6.248 -3.342 -3.300  0.189
F29 -6.512 -3.030 -2.005  -0.199
F30 -6.639 -4.632 -3.476  -0.256
F31 -3.963 -4.007 -2.932  -0.267
F32 -4.543 -3.444 -4.942  -0.296
H15 -2.808 -0.705 -2.731  0.472
H16 -2.496 -2.400 -2.549  0.335
H17 -2.711 -3.143 -0.092  0.277
H18 -6.869 -2.703 -3.935  0.235

C44H45BaN10O6S5 as an isolated structure at a distorted geometry, computed with ωB97M-V/def2-TZVPD.

Values from the calculation:
HOMO = -5.57 eV
net charge = -1
LUMO = 1.42 eV
relative energy (zero: lowest compared OMol25 entry of this formula, charge and spin) = 59.71 kcal per mole
frontier orbital gap = 6.985 eV

Last column: Mulliken charge in e.
Cartesian coordinates (Å):
Ba1 -0.361 0.325 0.459  0.313
C1 -0.444 -4.182 -0.206  0.012
C2 -1.662 -4.233 0.548  -1.225
S1 -1.926 -2.923 1.758  0.176
C3 -3.681 -2.529 1.528  -0.836
C4 -4.269 -2.373 0.117  -0.918
S2 -3.317 -1.028 -0.660  0.140
C5 -2.780 -1.800 -2.204  -0.402
C6 -1.887 -3.002 -2.183  -1.417
S3 -0.296 -2.821 -1.357  0.551
H1 -0.221 -5.142 -0.680  0.600
H2 0.370 -4.029 0.502  -0.600
H3 -1.712 -5.159 1.112  0.609
H4 -2.525 -4.348 -0.101  0.401
H5 -3.725 -1.674 2.150  0.447
H6 -4.243 -3.258 2.101  0.464
H7 -5.346 -2.074 0.165  0.480
H8 -4.241 -3.258 -0.532  0.416
H9 -2.397 -0.953 -2.803  -0.168
H10 -3.622 -2.072 -2.788  0.658
H11 -1.718 -3.133 -3.199  0.718
H12 -2.491 -3.877 -1.902  0.718
C7 4.570 2.208 1.248  -0.941
O1 4.324 1.075 2.083  -0.341
C8 4.902 -0.124 1.888  0.879
C9 6.019 -0.396 1.037  -0.635
C10 6.716 -1.651 1.109  -0.577
C11 6.263 -2.680 1.923  -0.942
C12 5.164 -2.362 2.722  0.149
C13 4.436 -1.202 2.723  -0.147
N1 3.343 -1.015 3.643  -0.005
C14 2.094 -0.666 3.261  -0.283
N2 1.522 0.302 4.020  -0.066
C15 0.081 0.547 4.270  -1.401
C16 -0.685 0.917 3.132  -0.071
C17 -2.054 1.054 3.395  -0.132
C18 -2.573 0.807 4.635  -1.098
C19 -1.790 0.375 5.704  -0.314
C20 -0.432 0.287 5.585  1.115
O2 0.439 0.114 6.657  -0.391
C21 -0.036 -0.438 7.900  -0.923
N3 1.507 -1.220 2.219  0.021
C22 2.004 -2.299 1.551  1.057
C23 2.059 -3.560 2.194  -1.111
C24 2.663 -4.633 1.517  -0.722
C25 3.047 -4.499 0.201  -1.315
C26 2.848 -3.310 -0.477  0.482
C27 2.326 -2.221 0.184  -0.132
O3 2.108 -0.977 -0.383  0.759
C28 2.556 -0.668 -1.710  -1.107
H13 3.925 2.948 1.661  0.292
H14 4.249 2.000 0.180  0.335
H15 5.610 2.557 1.318  0.318
H16 6.272 0.400 0.344  0.440
H17 7.502 -1.822 0.395  0.372
H18 6.721 -3.640 1.965  0.475
H19 4.872 -3.122 3.429  0.305
H20 3.598 -0.655 4.582  0.323
H21 2.029 0.586 4.880  0.321
H22 -2.748 1.258 2.549  0.384
H23 -3.680 0.878 4.737  0.310
H24 -2.251 0.096 6.637  0.373
H25 0.904 -0.729 8.387  0.274
H26 -0.633 -1.333 7.865  0.397
H27 -0.594 0.298 8.518  0.320
H28 1.659 -3.488 3.188  0.480
H29 2.734 -5.633 2.082  0.181
H30 3.631 -5.262 -0.252  0.564
H31 3.058 -3.148 -1.546  0.414
H32 2.143 0.306 -1.972  0.058
H33 2.028 -1.391 -2.359  0.331
H34 3.614 -0.813 -1.722  0.370
S4 -2.633 3.514 -0.469  -0.282
C29 -2.747 4.452 0.982  0.280
N4 -1.778 5.379 1.219  0.103
C30 -1.781 6.107 2.347  -0.042
C31 -2.813 5.941 3.248  -0.633
C32 -3.853 5.066 3.041  -0.181
C33 -3.859 4.316 1.898  -0.653
H35 -0.907 5.518 0.650  0.124
H36 -0.997 6.917 2.431  0.356
H37 -2.720 6.577 4.135  0.328
H38 -4.567 4.897 3.791  0.472
H39 -4.659 3.614 1.696  0.369
N5 1.764 2.140 -0.334  0.011
C34 2.069 3.275 -0.338  0.026
N6 2.564 4.451 -0.563  -0.705
C35 1.627 5.418 -0.412  0.588
N7 0.894 6.289 -0.118  -0.780
O4 -2.806 -1.607 -9.265  -0.671
S5 -2.711 -0.349 -9.946  1.161
O5 -1.363 -0.009 -10.355  -0.670
O6 -3.831 -0.020 -10.846  -0.674
C36 -2.880 0.857 -8.592  0.081
N8 -3.579 2.012 -8.830  -0.473
C37 -3.445 2.984 -7.978  -0.282
C38 -2.739 2.829 -6.790  -0.671
C39 -2.116 1.599 -6.609  0.701
N9 -2.170 0.633 -7.495  -0.349
C40 -1.323 1.332 -5.349  0.860
C41 -1.136 2.228 -4.321  -0.920
C42 -0.490 1.780 -3.128  -0.408
N10 -0.120 0.562 -2.908  0.544
C43 -0.236 -0.308 -3.927  -0.783
C44 -0.746 0.032 -5.170  -0.604
H40 -4.053 3.871 -8.222  0.402
H41 -2.821 3.543 -5.960  0.266
H42 -1.612 3.192 -4.366  0.324
H43 -0.318 2.496 -2.281  0.249
H44 0.096 -1.356 -3.811  0.369
H45 -0.777 -0.690 -5.980  0.589

A 2-piece molecular cluster, C4H13NO overall at a distorted geometry, computed with ωB97M-V/def2-TZVPD.

Values from the calculation:
HOMO = -9.13 eV
SMILES string = CCCCN.O
LUMO = 0.71 eV
relative energy (zero: lowest compared OMol25 entry of this formula, charge and spin) = 13.97 kcal per mole
frontier orbital gap = 9.842 eV

Last column: Mulliken charge in e.
Cartesian coordinates (Å):
C1 -2.667 0.542 0.715  -1.150
C2 -1.522 0.890 -0.263  -0.545
C3 -0.547 -0.271 -0.530  -0.311
C4 -1.143 -1.336 -1.444  -0.623
N1 -0.577 -2.668 -1.323  -0.634
H1 -3.376 -0.078 0.217  0.303
H2 -3.214 1.407 1.056  0.362
H3 -2.266 0.002 1.565  0.306
H4 -2.023 1.272 -1.168  0.291
H5 -1.023 1.785 0.117  0.350
H6 0.318 0.224 -0.968  0.273
H7 -0.379 -0.710 0.452  0.235
H8 -1.087 -1.042 -2.453  0.352
H9 -2.225 -1.401 -1.325  0.340
H10 -0.904 -3.125 -0.489  0.227
H11 0.430 -2.742 -1.330  0.224
O1 5.494 2.503 2.265  -0.639
H12 5.793 1.703 1.812  0.320
H13 4.604 2.240 2.538  0.319

A 2-piece molecular cluster, C6H13N2O3P overall at a distorted geometry, computed with ωB97M-V/def2-TZVPD.

Values from the calculation:
HOMO (spin up / spin down) = -4.90 / -9.76 eV
multiplicity = 3
LUMO (spin up / spin down) = 0.77 / -2.07 eV
frontier orbital gap (spin up / spin down) = 5.665 / 7.690 eV

Last column: Mulliken charge in e.
Cartesian coordinates (Å):
C1 -0.028 -1.915 -2.701  0.419
C2 1.038 -1.003 2.126  -1.642
C3 -0.692 0.844 1.715  -1.382
C4 0.549 1.970 -2.134  -1.050
C5 0.991 -2.247 -1.557  -0.255
C6 0.486 0.122 1.056  0.456
N1 1.257 -1.057 -0.886  -0.376
N2 0.017 -0.482 -0.191  -0.085
O1 -0.192 -0.507 -2.793  -0.357
O2 -0.646 -2.680 -3.342  -0.494
O3 -3.471 0.019 -2.013  -0.632
P1 0.466 0.308 -1.564  0.578
H1 1.632 -1.706 1.695  0.519
H2 1.587 -0.474 2.829  0.438
H3 0.215 -1.506 2.606  0.356
H4 -0.475 0.982 2.745  0.425
H5 -1.743 0.423 1.574  0.287
H6 -0.835 1.838 1.212  0.329
H7 1.177 1.986 -3.039  0.382
H8 0.819 2.805 -1.492  0.402
H9 -3.132 0.000 -2.896  0.317
H10 1.842 -2.464 -2.177  0.325
H11 0.554 -3.035 -0.993  0.353
H12 1.396 0.768 0.786  0.379
H13 -3.008 -0.505 -1.372  0.312